No. 1
Formula: C3H4OS
Source: the Open Molecules 2025 dataset
Level of theory: ωB97M-V with the def2-TZVPD basis set

Summary:
Multiplicity: 1
Orbital gap (alpha / beta): 0.285 / 0.278 Eh
Net charge: 0

Geometry (Å):
1 C 0.484 -0.470 0.162
2 C 1.791 0.160 0.141
3 C -0.804 -0.042 -0.140
4 O 4.323 0.728 0.030
5 S 3.452 -0.467 -0.053
6 H 0.427 -1.598 0.395
7 H 1.984 1.297 0.170
8 H -1.027 0.991 -0.554
9 H -1.702 -0.617 -0.117

---

No. 2
Formula: C3H4OS2
Source: the Open Molecules 2025 dataset
Level of theory: ωB97M-V with the def2-TZVPD basis set

Summary:
Multiplicity: 1
SMILES string: C#CC[S@H](=O)=S
Orbital gap: 0.359 Eh
Net charge: 0

Geometry (Å):
1 C -2.116 0.585 0.541
2 C -1.257 0.106 -0.089
3 C -0.135 -0.436 -0.789
4 S 1.447 0.093 0.280
5 O 1.229 1.380 0.765
6 S 3.100 -0.330 -0.644
7 H -2.932 0.963 1.183
8 H -0.180 0.006 -1.697
9 H -0.163 -1.629 -0.848
10 H 1.007 -0.736 1.298

---

No. 3
Formula: C3H4OS2
Source: the Open Molecules 2025 dataset
Level of theory: ωB97M-V with the def2-TZVPD basis set

Summary:
Multiplicity: 1
SMILES string: CSC(=S)C=O
Orbital gap: 0.290 Eh
Net charge: 0

Geometry (Å):
1 C -1.487 -0.653 0.202
2 S 0.000 -1.481 -0.397
3 C 1.242 -0.312 -0.172
4 S 2.826 -0.670 -0.053
5 C 0.986 1.191 -0.142
6 O -0.063 1.746 -0.355
7 H -1.350 -0.091 1.085
8 H -1.910 -0.013 -0.569
9 H -2.176 -1.459 0.355
10 H 1.932 1.742 0.047

---

No. 4
Formula: C3H4OS2
Source: the Open Molecules 2025 dataset
Level of theory: ωB97M-V with the def2-TZVPD basis set

Summary:
Multiplicity: 1
Orbital gap: 0.294 Eh
Net charge: 0

Geometry (Å):
1 C -0.778 1.084 0.519
2 C -0.086 1.088 -0.559
3 C 0.722 0.103 -1.263
4 O -2.012 -1.324 1.599
5 S 0.128 -1.865 3.320
6 S -0.640 -0.959 1.826
7 H -0.003 2.033 -1.151
8 H 0.818 -0.708 -0.624
9 H 1.629 0.694 -1.536
10 H 0.222 -0.145 -2.131

---

No. 5
Formula: C3H4OS3
Source: the Open Molecules 2025 dataset
Level of theory: ωB97M-V with the def2-TZVPD basis set

Summary:
Multiplicity: 1
SMILES string: O=C1SCSCS1
Orbital gap: 0.355 Eh
Net charge: 0

Geometry (Å):
1 O 2.473 0.372 -0.416
2 C 1.325 0.234 -0.043
3 S 0.326 1.724 0.064
4 C -1.400 1.052 0.456
5 S -1.920 -0.285 -0.427
6 C -0.755 -1.584 0.171
7 S 1.043 -1.442 0.197
8 H -1.691 1.098 1.587
9 H -2.119 1.897 0.077
10 H -1.203 -2.487 -0.442
11 H -0.976 -1.674 1.266

---

No. 6
Formula: C3H4P2
Source: the Open Molecules 2025 dataset
Level of theory: ωB97M-V with the def2-TZVPD basis set

Summary:
Multiplicity: 1
Orbital gap: 0.251 Eh
Net charge: 0

Geometry (Å):
1 C 1.198 0.190 -0.023
2 C -0.119 0.605 -0.205
3 C -1.203 -0.358 -0.003
4 P 2.977 0.843 0.021
5 P 2.334 -1.000 0.550
6 H -0.592 1.588 -0.293
7 H -2.149 0.116 0.553
8 H -0.803 -1.318 0.393
9 H -1.642 -0.665 -0.994

---

No. 7
Formula: C3H4P2
Source: the Open Molecules 2025 dataset
Level of theory: ωB97M-V with the def2-TZVPD basis set

Summary:
Multiplicity: 1
SMILES string: C1P2#P3CC123
Orbital gap: 0.278 Eh
Net charge: 0

Geometry (Å):
1 C -0.281 1.416 -0.140
2 P 0.469 1.289 1.689
3 P 2.051 -0.044 0.729
4 C 0.589 -1.206 0.265
5 C 0.236 0.155 0.293
6 H 0.131 2.104 -0.934
7 H -1.316 1.651 -0.293
8 H 0.126 -2.137 1.088
9 H 0.670 -1.611 -0.651

---

No. 8
Formula: C3H4S
Source: the Open Molecules 2025 dataset
Level of theory: ωB97M-V with the def2-TZVPD basis set

Summary:
Multiplicity: 1
SMILES string: C#C.C=S
Orbital gap: 0.306 Eh
Net charge: 0

Geometry (Å):
1 C -1.928 0.019 -0.352
2 C -1.910 -0.075 -1.562
3 H -1.821 -0.022 0.695
4 H -1.954 -0.001 -2.594
5 C 2.012 -0.005 0.970
6 S 0.705 0.525 0.149
7 H 2.633 -0.902 0.746
8 H 2.262 0.461 1.948

---

No. 9
Formula: C3H4S2
Source: the Open Molecules 2025 dataset
Level of theory: ωB97M-V with the def2-TZVPD basis set

Summary:
Multiplicity: 1
Orbital gap: 0.316 Eh
Net charge: 0

Geometry (Å):
1 C 1.024 0.552 0.663
2 C 0.405 -0.399 0.039
3 C -1.767 -0.017 -0.739
4 S -2.933 -0.989 0.066
5 S -2.739 0.984 0.194
6 H 1.965 0.262 1.081
7 H 0.851 1.596 0.703
8 H 0.496 -1.447 -0.043
9 H -1.563 -0.009 -1.841

---

No. 10
Formula: C3H4S2
Source: the Open Molecules 2025 dataset
Level of theory: ωB97M-V with the def2-TZVPD basis set

Summary:
Multiplicity: 1
SMILES string: CC(=S)C=S
Orbital gap: 0.240 Eh
Net charge: 0

Geometry (Å):
1 C -0.276 1.169 -0.060
2 C -0.382 -0.406 0.094
3 S -1.954 -0.983 -0.272
4 C 0.796 -1.303 0.322
5 S 2.369 -0.613 -0.291
6 H 0.105 1.393 -1.023
7 H -1.455 1.467 -0.030
8 H 0.063 1.728 0.928
9 H 0.736 -2.451 0.333